# 1
DFT (ωB97M-V/def2-TZVPD) results for a structure of composition C7H7NO3 in a non-equilibrium geometry.

Results
energy relative to the best compared isomer or geometry (same formula, charge and spin): 138.7 kcal per mole
total charge: 0
orbital gap (alpha / beta): 8.65 / 8.65 eV
E_HOMO (alpha / beta): -0.325 / -0.325 Ha
E: -14999.58014 eV
strongest force on any atom: 0.0727 Eh/bohr

Last column: Löwdin charge in e.
Positions of all 18 atoms, in Å:
C1 -1.721 0.363 -0.556  -0.035
C2 -0.772 0.682 -1.427  0.044
C3 -1.224 0.318 0.858  -0.212
C4 0.569 0.964 -0.741  -0.211
C5 2.372 -0.694 0.113  -0.276
C6 -0.176 -0.815 0.905  -0.249
C7 1.039 -0.140 0.235  -0.081
N1 0.541 1.699 0.516  0.130
O1 3.282 -0.206 -0.445  0.076
O2 -0.549 1.560 1.244  -0.044
O3 -0.572 -1.965 0.160  0.022
H1 -2.750 0.330 -0.660  0.098
H2 -0.828 0.878 -2.438  0.090
H3 -2.102 0.200 1.488  0.158
H4 1.416 1.168 -1.394  0.147
H5 2.555 -1.688 0.652  0.148
H6 0.141 -1.005 1.917  0.152
H7 -1.221 -1.649 -0.427  0.043

# 2
DFT (ωB97M-V/def2-TZVPD) results for an isolated molecule of C5H8N2S in a non-equilibrium geometry.

Results
energy relative to the best compared isomer or geometry (same formula, charge and spin): 36.1 kcal per mole
total charge: 0
orbital gap: 8.53 eV
structure (SMILES): CCn1cncc1S
E_HOMO: -0.293 Ha
E: -19128.85501 eV
strongest force on any atom: 0.0730 Eh/bohr

Last column: Löwdin charge in e.
Positions of all 16 atoms, in Å:
C1 -2.697 -1.025 -0.115  -0.066
C2 -1.172 -1.167 0.060  -0.196
C3 -1.021 1.358 0.059  -0.200
C4 1.081 1.515 -0.079  -0.169
C5 0.802 0.149 -0.111  -0.679
H1 -2.937 -0.171 -0.799  0.079
H2 -3.201 -1.958 -0.327  0.064
H3 -3.136 -0.670 0.886  0.103
H4 -0.589 -1.760 -0.673  0.103
H5 -0.827 -1.429 1.030  0.105
H6 -2.058 1.541 0.020  0.105
H7 1.984 2.086 -0.143  0.088
H8 2.986 -0.515 -0.639  -0.022
N1 -0.541 0.147 0.003  -0.148
N2 -0.057 2.299 0.089  0.066
S1 1.876 -1.202 0.070  0.766

# 3
DFT (ωB97M-V/def2-TZVPD) results for a cluster of 2 separate species, C9H14S in total in a non-equilibrium geometry.

Results
energy relative to the best compared isomer or geometry (same formula, charge and spin): 18.4 kcal per mole
total charge: 0
orbital gap: 9.35 eV
structure (SMILES): Cc1ccccc1.CSC
E_HOMO: -0.307 Ha
E: -20394.48835 eV
strongest force on any atom: 0.0408 Eh/bohr

Last column: Löwdin charge in e.
Positions of all 24 atoms, in Å:
C1 2.275 2.066 1.494  -0.058
C2 1.621 0.818 -2.015  -0.100
C3 1.915 1.740 -1.011  -0.041
C4 1.574 -0.563 -1.846  -0.092
C5 2.133 1.202 0.265  -0.289
C6 1.904 -1.074 -0.591  -0.088
C7 2.167 -0.176 0.441  -0.074
H1 1.706 1.193 -3.030  0.100
H2 1.730 2.793 -1.160  0.107
H3 1.292 -1.210 -2.663  0.099
H4 2.086 -2.126 -0.414  0.101
H5 3.103 1.760 2.121  0.075
H6 1.278 2.014 1.950  0.087
H7 2.481 -0.517 1.423  0.109
H8 2.365 3.139 1.333  0.071
C8 -2.037 -1.669 1.067  -0.421
C9 -4.571 -0.746 -0.244  -0.392
S1 -2.736 -1.008 -0.493  0.693
H9 -2.069 -2.758 1.080  0.024
H10 -0.981 -1.406 1.048  0.006
H11 -2.577 -1.210 1.887  0.027
H12 -4.992 -1.431 0.485  0.027
H13 -4.919 -1.103 -1.207  0.010
H14 -4.746 0.271 0.079  0.019

# 4
DFT (ωB97M-V/def2-TZVPD) results for a cluster of 2 separate species, C2H8NS in total in a non-equilibrium geometry.

Results
energy relative to the best compared isomer or geometry (same formula, charge and spin): 19.9 kcal per mole
total charge: -1
orbital gap: 6.76 eV
E_HOMO: -0.097 Ha
E: -14529.23222 eV
strongest force on any atom: 0.0539 Eh/bohr

Last column: Löwdin charge in e.
Positions of all 12 atoms, in Å:
S1 2.036 -0.047 0.749  -0.253
H1 2.622 0.519 -0.313  -0.487
C1 -1.505 0.363 -1.674  -0.170
N1 -1.182 -0.531 -0.493  -0.223
C2 -1.407 0.065 0.817  -0.250
H2 -1.149 -0.278 -2.517  0.058
H3 -2.613 0.655 -1.885  0.074
H4 -0.894 1.343 -1.669  0.076
H5 -0.227 -0.848 -0.555  -0.007
H6 -2.578 0.074 1.013  0.084
H7 -0.988 1.058 0.899  0.028
H8 -1.008 -0.624 1.638  0.071

> Which value of E does entry 1 give?

-14999.58014 eV